1.
The following is a quantum chemistry calculation of an isolated molecule of C2H4P2, from OMol25.

Total energy: -761.21067 Eh
Energy relative to the best compared isomer or geometry (same formula, charge and spin): 116.09 kJ/mol
Orbital gap: 8.5 eV
Structure (SMILES): C=P#P=C

Atoms and positions in Å:
C 2.099 0.454 0.176
P 0.882 -0.579 -0.384
P -0.888 0.699 -0.237
C -2.024 -0.566 0.086
H 3.156 0.025 0.335
H 1.885 1.377 0.493
H -2.875 -0.140 0.464
H -1.926 -1.637 0.353

In elementary charge units, the natural (NBO) charges are: -0.7868, 0.3623, 0.3508, -0.7596, 0.2320, 0.1870, 0.1940, 0.2203


2.
The following is a quantum chemistry calculation of an isolated molecule of C2H4P2, from OMol25.

Total energy: -761.19337 Eh
Energy relative to the best compared isomer or geometry (same formula, charge and spin): 161.50 kJ/mol
Orbital gap: 7.9 eV
Structure (SMILES): C1P2#P1C2

Atoms and positions in Å:
C -0.001 1.429 -0.121
P 0.994 0.019 0.412
P -1.075 0.009 0.402
C -0.089 -1.526 -0.091
H -0.005 2.080 0.675
H -0.062 2.069 -1.043
H 0.219 -1.984 -0.957
H 0.019 -2.096 0.724

In elementary charge units, the natural (NBO) charges are: -0.9869, 0.4627, 0.5040, -0.8695, 0.2271, 0.2346, 0.2182, 0.2097


3.
The following is a quantum chemistry calculation of an isolated molecule of C2H4S, from OMol25.

Total energy: -476.66504 Eh
Energy relative to the best compared isomer or geometry (same formula, charge and spin): 252.32 kJ/mol
Orbital gap (spin up / spin down): 8.0 / 7.9 eV

Atoms and positions in Å:
C 0.546 0.198 -1.390
C -0.604 -0.269 1.314
S 0.723 0.057 0.305
H 1.504 0.513 -1.650
H -0.414 0.427 -1.670
H -0.132 -0.499 2.248
H -1.622 -0.427 0.842

In elementary charge units, the natural (NBO) charges are: -0.7793, -0.7922, 0.6593, 0.2233, 0.2134, 0.2363, 0.2391


4.
The following is a quantum chemistry calculation of an isolated molecule of C2H4S2, from OMol25.

Total energy: -874.91698 Eh
Energy relative to the best compared isomer or geometry (same formula, charge and spin): 113.32 kJ/mol
Orbital gap: 8.5 eV
Structure (SMILES): CC1SS1

Atoms and positions in Å:
C 0.804 0.250 -0.247
C -0.564 0.046 0.092
S -1.591 -1.181 -0.653
S -1.014 -1.335 1.290
H 0.926 0.789 -1.301
H 1.487 -0.589 -0.239
H 1.091 0.859 0.575
H -1.140 1.162 0.484

In elementary charge units, the natural (NBO) charges are: -0.6672, -0.4191, 0.1231, 0.0358, 0.2243, 0.2362, 0.2250, 0.2418